DFT (ωB97M-V/def2-TZVPD) results for a 8-piece molecular cluster, C37H96N8O8 overall at a distorted geometry.

Output
gap between HOMO and LUMO = 8.7 eV
SMILES = CC1(C)CCCC(C)(C)N1O.COC[C@H](C)N.COC[C@H](C)N.COC[C@H](C)N.COC[C@H](C)N.COC[C@H](C)N.COC[C@H](C)N.COC[C@H](C)N
HOMO energy = -8.19 eV

```
149
C37H96N8O8 (ωB97M-V/def2-TZVPD)
C -1.677 -0.964 -5.875
C -2.417 -2.280 -5.663
C -3.866 -2.021 -5.264
O -4.022 -1.146 -4.178
C -3.712 -1.773 -2.952
N -2.348 -3.113 -6.853
H -0.603 -1.167 -5.950
H -1.834 -0.328 -5.002
H -1.939 -0.414 -6.781
H -1.872 -2.779 -4.846
H -4.406 -2.972 -5.164
H -4.354 -1.474 -6.076
H -4.085 -2.803 -2.903
H -4.112 -1.256 -2.086
H -2.627 -1.880 -2.847
H -2.722 -4.036 -6.631
H -1.429 -3.343 -7.211
C 2.906 2.920 0.716
C 3.847 4.091 0.509
C 3.371 5.070 -0.555
O 2.114 5.653 -0.204
C 1.758 6.614 -1.155
N 3.938 4.808 1.826
H 3.207 2.390 1.621
H 2.953 2.260 -0.153
H 1.870 3.210 0.905
H 4.883 3.769 0.360
H 3.234 4.598 -1.537
H 4.073 5.908 -0.653
H 2.396 7.505 -1.144
H 0.733 6.929 -0.955
H 1.734 6.209 -2.176
H 4.600 5.584 1.773
H 3.047 5.316 1.876
C -3.065 -5.838 1.694
C -2.503 -6.335 0.367
C -2.640 -7.835 0.180
O -2.091 -8.185 -1.089
C -2.670 -9.315 -1.681
N -3.257 -5.642 -0.720
H -2.395 -6.048 2.529
H -4.002 -6.366 1.887
H -3.227 -4.765 1.624
H -1.475 -6.013 0.186
H -3.698 -8.112 0.186
H -2.010 -8.324 0.933
H -2.498 -10.279 -1.178
H -2.160 -9.424 -2.641
H -3.754 -9.226 -1.822
H -4.256 -5.838 -0.617
H -3.035 -6.170 -1.568
C 0.122 0.900 -0.287
C -0.970 0.128 -1.024
C -1.366 -1.063 -0.130
O -0.221 -1.880 -0.065
C -0.536 -3.184 0.374
N -2.116 0.990 -1.365
H 0.999 0.265 -0.100
H -0.159 1.224 0.724
H 0.533 1.777 -0.794
H -0.522 -0.257 -1.948
H -2.168 -1.524 -0.714
H -1.730 -0.746 0.852
H 0.256 -3.904 0.177
H -1.407 -3.579 -0.166
H -0.790 -3.131 1.438
H -2.038 1.286 -2.338
H -1.954 1.836 -0.828
C 1.775 -6.696 1.680
C 2.419 -5.290 1.749
C 1.739 -4.472 2.809
O 1.835 -5.127 4.071
C 1.506 -4.219 5.068
N 3.862 -5.434 1.999
H 2.001 -7.236 2.601
H 2.097 -7.318 0.845
H 0.683 -6.593 1.638
H 2.260 -4.848 0.764
H 0.727 -4.096 2.640
H 2.370 -3.586 2.998
H 1.447 -4.618 6.080
H 0.463 -3.891 4.902
H 2.110 -3.306 5.084
H 3.999 -6.024 2.812
H 4.248 -5.920 1.199
C 0.032 6.626 1.656
C -1.230 6.099 0.989
C -1.321 4.595 1.126
O -2.411 4.015 0.450
C -2.204 3.836 -0.933
N -2.385 6.779 1.622
H 0.983 6.324 1.223
H 0.014 6.368 2.719
H 0.031 7.717 1.679
H -1.315 6.374 -0.066
H -1.388 4.253 2.163
H -0.387 4.132 0.758
H -3.034 3.335 -1.417
H -1.269 3.273 -1.067
H -2.020 4.806 -1.414
H -3.207 6.765 1.027
H -2.671 6.193 2.408
C -0.846 4.057 -5.517
C -0.945 2.753 -4.747
C 0.262 2.530 -3.829
O 1.454 2.791 -4.540
C 2.609 2.356 -3.834
N -2.197 2.758 -3.960
H -1.666 4.171 -6.235
H -0.006 4.059 -6.225
H -0.739 5.020 -5.013
H -0.940 1.875 -5.396
H 0.210 1.475 -3.507
H 0.192 3.134 -2.908
H 3.425 2.653 -4.498
H 2.647 1.284 -3.631
H 2.731 2.920 -2.900
H -2.584 3.685 -3.933
H -2.859 2.082 -4.314
C 2.658 -0.691 4.277
C 2.080 0.035 3.040
C 0.582 -0.305 2.888
C -0.299 0.473 3.837
C -0.047 1.958 3.730
C 1.424 2.379 3.897
N 2.245 1.490 3.041
O 3.612 1.791 3.141
C 1.608 3.804 3.392
C 1.779 2.245 5.378
C 2.721 -0.523 1.765
H 3.167 -1.589 3.926
H 1.828 -0.997 4.918
H 3.324 -0.072 4.872
H 0.287 -0.117 1.851
H 0.326 -1.354 3.071
H -0.146 0.191 4.889
H -1.358 0.241 3.685
H -0.764 2.568 4.287
H -0.305 2.270 2.703
H 1.180 3.815 2.384
H 1.035 4.519 3.979
H 2.660 4.041 3.269
H 1.198 2.892 6.040
H 1.644 1.251 5.806
H 2.842 2.471 5.513
H 2.430 -1.560 1.566
H 3.806 -0.523 1.886
H 2.400 -0.005 0.860
H 3.744 2.378 2.387
```